# C5H4N2

A single C5H4N2 molecule at a distorted geometry (ωB97M-V/def2-TZVPD, the Open Molecules 2025 dataset).

## Properties
**Gap between HOMO and LUMO (alpha / beta)**: 7.60 / 7.25 eV
**DFT total energy**: -8225.0458 eV
**Energy above the lowest of the compared OMol25 structures with the same formula, charge and spin**: 429.1 kJ/mol
**Max |F|**: 0.0319 Eh/bohr

Structure (ORCA input):
```
! RIJCOSX wB97M-V def2-TZVPD def2/J DEFGRID3
* xyz 0 1
C -1.25891 -0.85249 0.74541
C 0.09600 -1.06510 0.78133
C 1.05090 -0.13377 0.16478
C 0.46853 1.08956 -0.37023
C -0.85215 0.95698 -0.67145
N -1.64337 -0.09954 -0.29335
N 2.23872 -0.56975 -0.07645
H -1.98911 -1.49304 1.23292
H 1.04544 1.99329 -0.55928
H -1.38782 1.69867 -1.26000
H 2.23176 -1.52479 0.30633
*
```

=====

# C5H4N2

A single C5H4N2 molecule (ωB97M-V/def2-TZVPD, the Open Molecules 2025 dataset).

## Properties
**Gap between HOMO and LUMO**: 9.85 eV
**DFT total energy**: -8227.6584 eV
**Energy above the lowest of the compared OMol25 structures with the same formula, charge and spin**: 177.0 kJ/mol
**Max |F|**: 0.0089 Eh/bohr
**SMILES**: C#Cc1cn[nH]c1

Structure (ORCA input):
```
! RIJCOSX wB97M-V def2-TZVPD def2/J DEFGRID3
* xyz 0 1
C -1.16056 2.06268 -1.56413
C -0.57492 1.24769 -0.89725
C -0.03837 0.22172 -0.06612
C -0.69031 -0.32570 1.06739
N -0.02853 -1.34787 1.57479
N 1.05203 -1.46363 0.78918
C 1.09972 -0.55148 -0.20476
H -1.71000 2.75611 -2.16127
H -1.62051 0.01232 1.50332
H 1.69792 -2.21619 0.96513
H 1.91428 -0.51830 -0.91289
*
```

=====

# C5H4N2

A single C5H4N2 molecule (ωB97M-V/def2-TZVPD, the Open Molecules 2025 dataset).

## Properties
**Gap between HOMO and LUMO (alpha / beta)**: 6.90 / 6.91 eV
**DFT total energy**: -8222.9835 eV
**Energy above the lowest of the compared OMol25 structures with the same formula, charge and spin**: 628.1 kJ/mol
**Max |F|**: 0.0171 Eh/bohr

Structure (ORCA input):
```
! RIJCOSX wB97M-V def2-TZVPD def2/J DEFGRID3
* xyz 0 1
C -1.24607 2.96877 0.16506
C -0.61324 1.88381 0.08939
C -0.21057 0.49901 0.03950
C 0.15165 -0.37985 -1.04161
C 0.77334 -1.46756 -0.45976
N 0.85958 -1.32331 0.88066
N 0.30352 -0.18468 1.15992
H -1.36002 0.41828 0.05584
H -0.09426 -0.20694 -2.07984
H 1.16297 -2.36371 -0.92202
H 0.27311 0.15617 2.11285
*
```

=====

# C5H4N2

A single C5H4N2 molecule (ωB97M-V/def2-TZVPD, the Open Molecules 2025 dataset).

## Properties
**Gap between HOMO and LUMO (alpha / beta)**: 8.79 / 8.79 eV
**DFT total energy**: -8224.9796 eV
**Energy above the lowest of the compared OMol25 structures with the same formula, charge and spin**: 435.5 kJ/mol
**Max |F|**: 0.0168 Eh/bohr

Structure (ORCA input):
```
! RIJCOSX wB97M-V def2-TZVPD def2/J DEFGRID3
* xyz 0 1
C 3.14993 0.59110 0.23920
C 1.91784 0.49082 0.50625
C 0.58938 0.27373 0.35332
C -0.03720 -0.90649 -0.32556
C -1.48677 -0.54154 -0.29021
N -1.67973 0.64344 0.15953
N -0.43200 1.13050 0.52065
H 0.39386 -0.72145 -1.31655
H 0.26182 -1.91144 -0.02549
H -2.33030 -1.15110 -0.59619
H -0.34683 2.10243 0.77505
*
```

=====

# C5H4N2

A single C5H4N2 molecule (ωB97M-V/def2-TZVPD, the Open Molecules 2025 dataset).

## Properties
**Gap between HOMO and LUMO**: 9.30 eV
**DFT total energy**: -8224.2453 eV
**Energy above the lowest of the compared OMol25 structures with the same formula, charge and spin**: 506.4 kJ/mol
**Max |F|**: 0.0164 Eh/bohr
**SMILES**: [H]/N=N/C=C=CC#C

Structure (ORCA input):
```
! RIJCOSX wB97M-V def2-TZVPD def2/J DEFGRID3
* xyz 0 1
H -1.16954 -0.80461 2.44660
N -0.51811 -0.39089 1.76413
N -0.42281 0.81762 2.02007
C 0.38690 1.62461 1.05783
C 0.62732 0.98858 -0.05955
C 0.76601 -0.16958 -0.68306
C -0.10860 -0.79227 -1.64053
C -0.68970 -1.35247 -2.54056
H 0.64692 2.64169 1.37856
H 1.62528 -0.77306 -0.36950
H -1.16719 -1.81819 -3.37862
*
```

=====

# C5H4N2O

A single C5H4N2O molecule at a distorted geometry (ωB97M-V/def2-TZVPD, the Open Molecules 2025 dataset).

## Properties
**Gap between HOMO and LUMO**: 8.20 eV
**DFT total energy**: -10275.8043 eV
**Energy above the lowest of the compared OMol25 structures with the same formula, charge and spin**: 92.4 kJ/mol
**Max |F|**: 0.0695 Eh/bohr
**SMILES**: [H]/N=C1/N=CC=CC1=O

Structure (ORCA input):
```
! RIJCOSX wB97M-V def2-TZVPD def2/J DEFGRID3
* xyz 0 1
H 0.70213 -2.65171 -0.88002
N 1.16590 -1.83147 -1.26712
C 0.64313 -0.81226 -0.64318
N 1.17035 0.41800 -0.99892
C 0.67335 1.44798 -0.37958
C -0.43450 1.43085 0.56333
C -0.99293 0.23952 0.91140
C -0.48594 -0.97976 0.29472
O -0.92586 -2.09191 0.56695
H 1.08713 2.38613 -0.73984
H -0.77765 2.38666 0.97248
H -1.82512 0.05798 1.59977
*
```

=====

# C5H4N2O

A molecular structure, C5H4N2O at a distorted geometry (ωB97M-V/def2-TZVPD, the Open Molecules 2025 dataset).

## Properties
**Gap between HOMO and LUMO**: 8.81 eV
**DFT total energy**: -10272.8947 eV
**Energy above the lowest of the compared OMol25 structures with the same formula, charge and spin**: 373.2 kJ/mol
**Max |F|**: 0.1748 Eh/bohr

Structure (ORCA input):
```
! RIJCOSX wB97M-V def2-TZVPD def2/J DEFGRID3
* xyz 0 1
C 1.49380 -0.16476 0.09171
C -0.27585 0.78981 0.10335
C -1.58304 0.92923 -0.16032
C -1.00972 -1.23561 0.06459
C 0.15807 -0.59630 0.04122
H 1.32260 2.19598 0.40086
H -2.29702 1.68727 -0.16455
H -3.19984 -0.35308 0.45173
H -1.26376 -2.34025 0.00704
N 1.06740 1.14281 -0.00992
N -2.12082 -0.36833 -0.07680
O 2.51404 -0.61819 -0.11641
*
```

=====

# C5H4N2O

A single C5H4N2O molecule at a distorted geometry (ωB97M-V/def2-TZVPD, the Open Molecules 2025 dataset).

## Properties
**Gap between HOMO and LUMO**: 9.06 eV
**DFT total energy**: -10274.6349 eV
**Energy above the lowest of the compared OMol25 structures with the same formula, charge and spin**: 205.3 kJ/mol
**Max |F|**: 0.0764 Eh/bohr
**SMILES**: c1cc2ocnn2c1

Structure (ORCA input):
```
! RIJCOSX wB97M-V def2-TZVPD def2/J DEFGRID3
* xyz 0 1
C 0.74309 1.59521 -0.08933
C -0.40808 1.30874 -0.79767
C -0.57269 -0.06317 -0.45674
O -1.47104 -1.05754 -0.64411
C -0.95545 -2.03027 0.19894
N 0.11356 -1.76684 0.82745
N 0.38545 -0.51175 0.44662
C 1.38465 0.51295 0.57437
H 1.30683 2.50685 -0.22232
H -1.15257 2.08198 -1.21222
H -1.55240 -2.85906 0.00938
H 2.17864 0.28289 1.36564
*
```